CH3N4 | ωB97M-V/def2-TZVPD

Values from the calculation:
SMILES: [H]/N=N/N=C=[NH2+]
Energy above the lowest of the compared OMol25 structures with the same formula, charge and spin, kcal/mol: 102.3
LUMO level, eV: -5.693
HOMO, eV: -16.18
Net charge: +1

Geometry (Å):
H (-0.602, 2.600, 0.025)
N (-0.469, 1.515, 0.148)
N (0.207, 1.346, 1.154)
N (0.256, -0.032, 1.306)
C (0.179, -0.619, 0.254)
N (0.261, -1.398, -0.716)
H (0.945, -1.942, -1.082)
H (-0.776, -1.470, -1.089)

=====

CH3N4OP | ωB97M-V/def2-TZVPD

Values from the calculation:
LUMO level (spin up / spin down), eV: -0.247 / -2.260
HOMO (spin up / spin down), eV: -6.55 / -9.27
Net charge: 0
Spin multiplicity: 3

Geometry (Å):
C (1.302, -0.787, 0.770)
N (2.003, 0.971, -0.616)
N (-2.889, 0.255, -0.100)
N (1.831, 0.194, 0.283)
N (-2.397, -0.485, 0.701)
O (-0.582, -0.259, -1.244)
P (-0.710, -1.083, -0.053)
H (1.858, -1.251, 1.567)
H (1.799, 1.943, -0.424)
H (-2.214, 0.504, -0.883)

=====

CH3N5 | ωB97M-V/def2-TZVPD

Values from the calculation:
SMILES: [H]/N=c1/nn[nH][nH]1
Energy above the lowest of the compared OMol25 structures with the same formula, charge and spin, kcal/mol: 78.5
LUMO level, eV: -0.187
HOMO, eV: -9.53
Net charge: 0

Geometry (Å):
H (2.675, -0.767, -0.052)
N (2.081, 0.033, -0.060)
C (0.840, 0.096, -0.072)
N (-0.063, 1.217, 0.056)
N (-1.297, 0.769, 0.090)
N (-1.382, -0.552, -0.215)
N (-0.076, -1.104, 0.041)
H (-2.461, -1.039, -0.111)
H (-0.097, -1.310, 1.204)

=====

CH3N5O | ωB97M-V/def2-TZVPD

Values from the calculation:
SMILES: Nn1nn[nH]c1=O
Energy above the lowest of the compared OMol25 structures with the same formula, charge and spin, kcal/mol: 0.0
LUMO level, eV: 0.744
HOMO, eV: -9.89
Net charge: 0

Geometry (Å):
N (0.796, 0.828, -1.480)
N (-0.014, 0.427, -0.409)
N (-1.066, 1.163, 0.044)
N (-1.588, 0.596, 1.073)
N (-0.787, -0.520, 1.330)
C (0.178, -0.696, 0.347)
O (1.035, -1.563, 0.218)
H (1.728, 0.892, -1.061)
H (0.776, 0.033, -2.155)
H (-1.058, -1.159, 2.091)

=====

CH3N5S | ωB97M-V/def2-TZVPD

Values from the calculation:
SMILES: Nn1nnnc1S
Energy above the lowest of the compared OMol25 structures with the same formula, charge and spin, kcal/mol: 0.0
LUMO level, eV: 0.484
HOMO, eV: -9.65
Net charge: 0

Geometry (Å):
N (1.192, 0.299, 0.777)
N (0.048, -0.303, 0.274)
N (-0.468, -1.445, 0.742)
N (-1.513, -1.668, 0.041)
N (-1.709, -0.711, -0.903)
C (-0.732, 0.153, -0.735)
S (-0.455, 1.598, -1.655)
H (1.955, -0.330, 0.674)
H (1.045, 0.486, 1.765)
H (0.636, 1.921, -0.980)

=====

CH3NO | ωB97M-V/def2-TZVPD

Values from the calculation:
SMILES: NC=O
Energy above the lowest of the compared OMol25 structures with the same formula, charge and spin, kcal/mol: 16.9
LUMO level, eV: 0.800
HOMO, eV: -10.08
Net charge: 0

Geometry (Å):
N (0.600, -0.294, -0.225)
C (-0.540, 0.321, -0.041)
O (-1.602, -0.348, -0.092)
H (0.565, -1.290, 0.218)
H (1.458, 0.223, 0.270)
H (-0.481, 1.388, -0.131)

=====

CH3NO | ωB97M-V/def2-TZVPD

Values from the calculation:
SMILES: C1NO1
Energy above the lowest of the compared OMol25 structures with the same formula, charge and spin, kcal/mol: 81.3
LUMO level, eV: 1.111
HOMO, eV: -9.83
Net charge: 0

Geometry (Å):
C (-0.362, 0.339, -0.239)
N (0.424, -0.836, -0.138)
O (1.015, 0.446, 0.098)
H (-0.659, 0.654, -1.271)
H (-0.955, 0.498, 0.721)
H (0.536, -1.102, 0.829)

=====

CH3NO2 | ωB97M-V/def2-TZVPD

Values from the calculation:
SMILES: NC(=O)O
Energy above the lowest of the compared OMol25 structures with the same formula, charge and spin, kcal/mol: 3.3
LUMO level, eV: 0.740
HOMO, eV: -10.81
Net charge: 0

Geometry (Å):
N (-0.295, -0.600, -0.787)
C (-0.068, 0.414, 0.062)
O (-0.558, 1.498, 0.124)
O (0.931, -0.019, 0.972)
H (0.172, -1.460, -0.593)
H (-0.999, -0.442, -1.484)
H (0.817, 0.609, 1.706)

=====

no.,calculated total energy (eV)
1,-7034.1576
2,-18375.8862
3,-8531.6887
4,-10581.6838
5,-19369.1617
6,-4622.6880
7,-4619.8946
8,-6671.5213